[1]
DFT (ωB97M-V/def2-TZVPD) results for 3 unconnected molecules or ions with the total composition C20H40IN7O4P2 at a distorted geometry.

Cartesian coordinates (Å):
C: -0.7933 5.2746 3.9021
N: -1.1055 6.4895 3.1905
C: -0.0220 7.4559 3.1520
P: -2.4201 6.8292 2.1518
O: -1.8064 6.7255 0.7971
N: -3.6184 5.6014 1.9908
C: -3.8263 4.5054 2.9123
C: -3.9134 5.1499 0.6326
N: -3.3048 7.6544 3.3155
C: -3.0230 7.7328 4.7350
C: -4.6501 8.0896 2.9488
H: -0.6076 5.4946 4.9632
H: 0.1035 4.7843 3.5031
H: -1.5874 4.5362 3.8860
H: -0.3194 8.4118 3.6058
H: 0.3010 7.6586 2.1265
H: 0.8427 7.0901 3.7041
H: -3.1180 3.6863 2.7304
H: -4.8298 4.0906 2.7781
H: -3.7770 4.8080 3.9600
H: -3.1694 4.4326 0.2655
H: -3.9476 5.9880 -0.0565
H: -4.8962 4.6721 0.6137
H: -3.2200 6.7848 5.2451
H: -3.6524 8.4958 5.1963
H: -1.9971 8.0305 4.9409
H: -5.4012 7.3521 3.2472
H: -4.7302 8.2372 1.8727
H: -4.8917 9.0453 3.4187
C: 1.7867 -6.6072 -0.1896
N: 1.6598 -5.8152 -1.3901
C: 0.2996 -5.3899 -1.6861
P: 2.8736 -5.0627 -2.3213
O: 2.7810 -3.6367 -1.8850
N: 4.4988 -5.3811 -1.8496
C: 4.9184 -6.5047 -1.0396
C: 5.3420 -4.2242 -1.5625
N: 2.9022 -6.2431 -3.5107
C: 2.2366 -7.5312 -3.4794
C: 3.9212 -6.1225 -4.5511
H: 1.2472 -7.5583 -0.2969
H: 1.3764 -6.0873 0.6841
H: 2.8133 -6.8639 0.0451
H: -0.0315 -5.7518 -2.6687
H: 0.2067 -4.2991 -1.6845
H: -0.3973 -5.7795 -0.9457
H: 4.7607 -6.3224 0.0308
H: 5.9893 -6.6813 -1.1783
H: 4.4234 -7.4325 -1.3309
H: 5.1625 -3.8208 -0.5583
H: 5.1718 -3.4308 -2.2838
H: 6.3936 -4.5118 -1.6388
H: 2.7102 -8.2189 -2.7725
H: 2.2736 -7.9914 -4.4680
H: 1.1811 -7.4495 -3.2297
H: 4.8161 -6.6986 -4.2979
H: 4.2155 -5.0829 -4.6880
H: 3.5394 -6.4727 -5.5121
O: -2.2045 -2.7323 -3.5459
C: -2.0945 -1.7848 -2.8244
N: -3.1914 -0.9588 -2.3448
C: -2.7044 -0.4873 -1.0360
O: -3.4303 -0.2132 -0.1293
C: -1.2115 -0.5039 -1.1043
C: -0.2385 0.0668 -0.3034
I: -0.7495 1.2045 1.3673
C: 1.0900 -0.1316 -0.6529
C: 1.4487 -0.8870 -1.7645
C: 0.4790 -1.4933 -2.5492
C: -0.8329 -1.2822 -2.1962
H: -3.1271 -0.1167 -2.9220
H: 1.8628 0.3099 -0.0381
H: 2.4887 -1.0133 -2.0268
H: 0.7250 -2.1120 -3.3997

Cartesian forces, eV/Å:
0.0 -0.1 0.3
-0.2 0.0 0.0
-0.1 0.3 -0.3
0.5 -4.9 1.9
-0.6 3.0 -0.2
0.1 -0.2 -0.6
-0.4 0.2 0.4
0.2 0.0 -0.1
-0.2 1.6 -1.2
0.5 0.2 0.2
-0.1 0.0 0.0
0.1 0.0 0.0
0.0 0.0 0.0
-0.1 0.1 -0.2
0.1 0.0 0.0
0.0 0.0 0.0
-0.1 -0.1 0.0
0.0 0.0 0.1
0.0 0.0 -0.1
0.2 0.1 0.0
0.0 0.0 -0.1
0.1 0.0 0.0
0.0 0.0 0.2
0.0 0.0 0.0
-0.1 0.0 -0.2
0.0 -0.1 0.0
0.0 0.0 0.0
0.0 -0.1 0.0
0.1 0.0 0.0
0.0 -0.2 0.1
0.0 -0.1 -0.2
0.0 0.3 -0.3
1.3 -2.7 4.5
-0.8 0.6 -3.0
0.2 0.6 0.2
0.2 -0.4 -0.4
-0.1 0.1 0.2
-0.3 1.4 -1.5
-0.6 0.0 0.0
0.0 0.0 -0.1
0.0 0.0 0.0
0.0 0.0 0.0
0.0 0.1 -0.1
-0.1 0.1 0.0
0.0 0.0 0.0
0.1 -0.1 0.1
0.0 -0.1 0.0
0.0 0.1 0.0
-0.2 0.1 0.0
0.1 0.1 0.0
-0.1 0.0 0.0
0.0 -0.1 0.0
0.0 0.0 0.0
0.1 0.1 0.0
0.0 0.0 0.1
0.0 0.0 0.0
0.1 0.0 0.1
-0.1 0.0 0.0
-0.2 0.3 -0.1
0.5 -0.1 -0.3
0.5 -0.1 0.4
-0.1 0.0 -0.2
0.2 0.2 -0.2
0.2 -0.1 0.2
-0.3 -0.1 0.1
0.1 0.0 0.0
0.3 0.1 0.1
0.0 0.0 -0.1
-0.1 -0.1 0.0
-0.6 0.1 0.2
-0.7 -0.1 -0.2
0.0 0.0 0.0
0.0 0.0 0.1
0.1 0.0 0.0

Output
- SMILES: CN(C)P(=O)(N(C)C)N(C)C.CN(C)P(=O)(N(C)C)N(C)C.O=C1NC(=O)c2c(I)cccc21
- Calculated total energy: -2450.68476 Eh
- HOMO: -0.3003 Ha
- E_LUMO: -0.1113 eV
- Charge: 0

These are the Löwdin partial charges, in e, on atoms 1 to 2: -0.12 -0.34



[2]
DFT (ωB97M-V/def2-TZVPD) results for a molecular structure, C20H40NOP3SSn at a distorted geometry.

Cartesian coordinates (Å):
Sn: -0.1474 0.5945 -0.6136
P: -1.8978 -1.2974 -0.0845
P: 1.2758 -0.6356 1.9247
P: 1.2501 -1.4132 -1.8926
H: -1.1696 5.8619 -5.4418
C: -1.1647 4.9286 -6.0103
C: -2.1360 4.0172 -5.9041
H: -2.9407 4.1024 -5.1682
C: -3.4940 -0.7226 0.6120
C: -1.4006 -2.6726 1.0095
C: -2.4009 -2.0967 -1.6592
C: 2.9137 0.2139 1.9918
C: 0.6263 -0.2027 3.6031
C: 1.7804 -2.3868 2.2596
C: 0.6535 -1.2524 -3.5984
C: 1.2826 -3.1858 -1.5267
C: 3.0013 -0.9151 -1.9605
H: -0.3422 4.7829 -6.7269
H: -2.1546 3.1650 -6.5959
H: -3.7399 0.2796 0.2245
H: -3.4771 -0.6864 1.7146
H: -4.2776 -1.4325 0.2968
H: -1.2286 -2.3192 2.0407
H: -0.4911 -3.1874 0.6597
H: -2.2292 -3.4029 1.0270
H: -2.3794 -1.3619 -2.4828
H: -3.4393 -2.4423 -1.5209
H: -1.7694 -2.9611 -1.9254
H: 3.4449 -0.0999 2.8995
H: 2.7756 1.3003 2.0047
H: 3.5104 -0.0257 1.1041
H: 1.4562 -0.0054 4.3039
H: -0.0011 -1.0142 4.0044
H: -0.0115 0.6944 3.5461
H: 2.7791 -2.4261 2.7271
H: 1.8263 -2.9656 1.3239
H: 1.0543 -2.8911 2.9230
H: 1.2156 -1.9344 -4.2505
H: 0.7851 -0.2256 -3.9635
H: -0.4156 -1.4977 -3.6641
H: 1.5575 -3.6945 -2.4631
H: 0.3098 -3.5741 -1.1920
H: 2.0455 -3.4002 -0.7631
H: 3.4254 -1.3366 -2.8813
H: 3.5551 -1.3012 -1.0926
H: 3.0904 0.1779 -1.9838
C: -0.9307 2.1377 -3.0937
C: 0.2741 2.8901 -3.0982
C: 1.1165 2.8229 -4.2062
C: 0.7034 2.0804 -5.3264
C: -0.5818 1.5398 -5.3984
C: -1.4621 1.6717 -4.3172
O: -1.4494 1.7448 -1.9283
H: 1.1818 1.7172 -1.0462
H: 0.5320 3.4444 -2.1916
H: 2.0901 3.3306 -4.2525
H: 1.3756 1.9445 -6.1916
H: -0.9278 1.1138 -6.3556
H: -2.5397 1.5021 -4.3651
S: -2.1835 2.8502 3.2194
C: -2.0082 4.0463 1.9503
C: -1.5421 3.4284 0.8161
N: -1.2557 2.0757 0.9556
C: -1.6486 1.6336 2.1506
H: -2.2307 5.0994 2.0773
H: -1.3935 3.9183 -0.1385
H: -1.6969 0.5733 2.3967

Cartesian forces, eV/Å:
1.0 -0.4 2.2
-1.3 -0.4 0.0
0.8 0.3 1.0
0.2 0.7 -0.1
-0.1 -0.1 -0.2
3.0 2.8 -0.7
-2.8 -2.9 0.1
0.2 0.0 -0.2
0.0 0.3 0.0
0.5 0.1 0.2
0.1 0.2 -0.2
-0.3 0.1 -0.4
-0.6 0.4 -0.1
-0.2 -0.5 -0.6
-0.1 -0.2 -0.3
-0.2 -0.3 0.1
-0.1 0.0 0.0
-0.2 0.1 0.4
-0.4 0.6 0.1
0.0 -0.4 0.1
0.1 0.0 -0.5
0.3 0.2 0.2
-0.1 -0.1 -0.4
-0.4 0.3 0.2
0.2 0.3 -0.1
-0.1 -0.3 0.3
0.4 0.0 -0.1
-0.2 0.4 0.2
-0.1 0.1 -0.3
0.0 -0.1 0.1
0.0 0.0 0.2
-0.3 -0.2 -0.4
0.3 0.2 -0.1
0.6 -0.3 0.3
-0.4 0.2 -0.1
0.1 0.1 0.4
0.3 0.3 -0.3
-0.1 0.2 0.0
0.1 -0.3 0.2
0.3 0.0 0.0
0.0 0.0 0.3
0.4 0.1 -0.2
-0.3 0.1 -0.3
0.1 0.1 0.2
-0.2 0.1 -0.3
0.0 -0.2 0.0
-0.4 -0.7 3.0
1.4 0.5 -0.4
-0.1 0.4 0.6
0.9 -0.2 -0.5
-1.8 0.1 -0.1
-0.2 0.0 -1.6
0.6 0.6 -2.8
-0.8 -0.8 0.5
0.1 -0.2 -0.4
-0.5 -0.2 0.3
-0.3 0.2 0.5
0.2 0.1 0.6
0.4 -0.6 0.0
0.0 0.3 -1.2
0.4 -1.3 -0.3
0.2 0.3 0.7
-0.7 -0.6 0.1
0.0 0.7 -0.3
-0.1 -0.2 0.1
0.1 -0.1 0.2
0.3 0.4 0.1

Output
- Calculated total energy: -2550.95536 Eh
- HOMO (alpha / beta): -0.7290 / -0.7289 Ha
- E_LUMO (alpha / beta): -16.1408 / -15.0108 eV
- Charge: +4

These are the Löwdin partial charges, in e, on atoms 1 to 2: 0.91 0.75



[3]
DFT (ωB97M-V/def2-TZVPD) results for a molecular structure, C20H40NP3S2Y at a distorted geometry.

Cartesian coordinates (Å):
Y: -0.1381 -1.5610 0.4714
P: -0.4738 1.1802 1.9197
P: -2.8496 -1.4694 -0.0381
P: 3.9346 1.5487 -0.1959
H: 0.7144 -2.7373 -2.5803
C: 1.3418 -2.3003 -1.7852
C: 1.2733 -2.9927 -0.4673
H: 1.0091 -4.0509 -0.5239
C: -0.9635 2.6918 0.9926
C: -1.9390 1.0310 3.0380
C: 0.6317 1.9968 3.1557
C: -3.5811 -2.7560 -1.1000
C: -3.8670 -1.4836 1.4786
C: -3.3003 0.0926 -0.9171
C: 5.4181 1.2360 -1.1679
C: 3.8874 0.9095 1.4873
C: 3.2713 3.2228 -0.2615
H: 2.3841 -2.2519 -2.1594
H: 2.2016 -2.8167 0.1053
H: -1.3133 3.4668 1.6888
H: -1.7614 2.4624 0.2767
H: -0.0958 3.0731 0.4393
H: -2.0382 1.9637 3.6078
H: -1.7869 0.1927 3.7296
H: -2.8495 0.8605 2.4542
H: 0.0401 2.7172 3.7359
H: 1.4439 2.5339 2.6521
H: 1.0510 1.2518 3.8420
H: -4.6776 -2.7150 -1.0608
H: -3.2319 -3.7357 -0.7480
H: -3.2341 -2.6124 -2.1329
H: -4.6377 -0.6987 1.4392
H: -3.2251 -1.3205 2.3596
H: -4.3405 -2.4697 1.5897
H: -4.2399 -0.0538 -1.4809
H: -2.4996 0.3601 -1.6340
H: -3.4209 0.9221 -0.1971
H: 6.1876 2.0065 -1.0262
H: 5.0969 1.2240 -2.2263
H: 5.8204 0.2379 -0.9302
H: 4.7089 1.2830 2.1187
H: 3.9611 -0.1873 1.4650
H: 2.9449 1.1455 1.9952
H: 3.9969 3.9496 -0.6507
H: 2.9152 3.5645 0.7226
H: 2.4083 3.1905 -0.9444
C: -0.0222 0.0319 -3.3844
C: -0.1759 1.3375 -3.9110
C: -1.3504 1.6743 -4.5892
C: -2.2995 0.6751 -4.8813
C: -1.9824 -0.6590 -4.6273
C: -0.8241 -0.9888 -3.9207
S: 1.1095 -0.2233 -2.0120
H: 3.0339 0.8236 -1.0193
H: 0.6280 2.0631 -3.7703
H: -1.5175 2.7117 -4.8913
H: -3.2603 0.9536 -5.3150
H: -2.6539 -1.4474 -4.9622
H: -0.5686 -2.0325 -3.7377
S: -0.9440 -2.6966 4.1457
C: 0.4470 -1.7978 4.6490
C: 1.3016 -1.5441 3.6048
N: 0.8476 -2.0309 2.3832
C: -0.2566 -2.8316 2.5473
H: 0.5951 -1.4769 5.6768
H: 2.2582 -1.0184 3.6500
H: -0.5427 -3.6261 1.8280

Cartesian forces, eV/Å:
0.0 2.7 -2.4
-0.4 1.1 0.7
-1.3 0.2 -0.6
-0.5 -0.3 -0.8
0.3 0.4 0.5
1.7 -0.1 -1.9
0.3 0.4 0.2
0.2 0.1 -0.3
0.1 -0.2 -0.3
0.1 -0.3 -0.2
0.3 -0.3 -0.1
0.2 -0.2 0.0
0.0 -0.1 0.4
0.3 0.2 -0.1
0.4 0.2 0.0
0.3 -0.6 0.4
-0.1 0.4 -0.1
-0.8 -0.1 0.0
-0.2 -0.4 -0.2
0.1 -0.2 -0.2
0.2 0.1 0.1
-0.2 0.0 0.0
-0.1 -0.3 -0.1
-0.2 0.2 -0.1
0.1 0.1 0.2
0.2 -0.2 -0.2
-0.1 -0.1 0.2
0.0 0.3 -0.1
0.3 0.0 0.0
-0.3 0.1 -0.2
-0.1 -0.1 0.2
0.2 -0.4 0.0
-0.4 0.0 -0.3
0.0 0.3 0.0
0.4 0.1 0.3
-0.4 -0.1 0.2
0.0 -0.4 -0.3
-0.1 -0.3 0.0
0.2 0.1 0.5
-0.1 0.4 0.0
-0.2 0.0 -0.4
0.2 0.2 -0.1
0.1 0.2 -0.4
-0.1 -0.2 0.1
0.3 -0.2 -0.3
0.3 0.1 0.2
-0.7 -0.1 -1.0
0.1 -0.3 0.7
0.0 -0.5 -0.1
0.3 0.4 0.2
0.0 0.2 -0.1
0.0 0.2 0.8
-0.6 -1.5 0.7
0.1 0.1 0.9
-0.4 0.0 0.2
0.1 -0.4 0.0
0.3 -0.2 -0.1
0.2 0.1 0.0
-0.4 0.3 0.0
1.7 -0.4 -0.8
-0.1 -0.1 -0.3
-1.0 -0.3 -0.8
-0.4 -2.0 2.6
0.8 1.1 2.3
-0.2 -0.1 -0.2
-0.5 -0.1 0.0
-0.1 0.6 0.2

Output
- Calculated total energy: -2698.61732 Eh
- HOMO: -0.5845 Ha
- E_LUMO: -9.7301 eV
- Charge: +3

These are the Löwdin partial charges, in e, on atoms 1 to 2: 1.11 0.76



Which formula does entry 2 have? C20H40NOP3SSn



Which of these has the lowest calculated total energy? C20H40NP3S2Y



Look up the charge of the third one. +3



Among the records above, which one has the highest charge? C20H40NOP3SSn